3 unconnected molecules or ions with the total composition C32H61BF8IO9 in a non-equilibrium geometry. Source: the OMol25 dataset; level of theory: wB97M-V/def2-TZVPD.

Element x y z (Å)
C 1.58731 4.69502 3.11278
C 0.78592 4.26048 1.71038
C 1.78125 3.44342 0.69439
I 2.96083 2.06255 1.91700
B 1.04461 2.76820 -0.61136
C 0.96488 3.97927 -1.76752
C -0.20775 5.08604 -1.47440
O -1.37188 4.94283 -2.15975
C 1.95527 1.56152 -1.33914
C 3.41677 2.14042 -1.80316
C 4.53931 1.00003 -2.15767
C 4.56244 -0.29345 -1.15122
C 4.02672 -1.58861 -2.04409
C 3.69990 -2.92331 -1.14963
C 2.06294 -3.13646 -1.17311
O 1.72040 -4.33729 -0.38505
C 0.60164 -3.93490 0.52620
C -0.50471 2.27648 -0.36382
C -0.65199 0.86625 0.47867
O -1.97924 0.80526 1.17304
C -2.43001 -0.58667 1.32146
C -3.91749 -0.90933 0.71614
F -4.26592 -2.37819 0.77954
F -4.96990 -0.24031 1.56909
C -4.16904 -0.41876 -0.82656
F -5.63832 -0.64724 -1.09643
F -3.96056 1.04607 -1.05094
C -3.36744 -1.27337 -1.97241
F -1.97042 -1.62804 -1.63472
F -4.19067 -2.50508 -2.24737
C -3.28874 -0.43204 -3.41465
F -1.93442 0.19932 -3.55838
F -3.38024 -1.48545 -4.48813
H 1.49252 3.87578 3.94290
H 2.70652 4.98402 2.92536
H 1.06096 5.66851 3.54144
H -0.16015 3.65679 2.05226
H 0.43237 5.27376 1.23507
H 2.54619 4.25059 0.26232
H 2.00248 4.56222 -1.85200
H 0.68592 3.41775 -2.77695
H -0.07088 6.00234 -0.75662
H 1.98730 0.63803 -0.62146
H 1.29382 1.22226 -2.27344
H 3.91366 2.88583 -1.03973
H 3.24742 2.76092 -2.80913
H 4.48728 0.62757 -3.29019
H 5.60026 1.53097 -2.06372
H 3.98420 -0.14376 -0.14485
H 5.70453 -0.48930 -0.87317
H 2.99669 -1.23875 -2.53250
H 4.79320 -1.76886 -2.90978
H 4.15038 -3.84947 -1.75148
H 4.17260 -2.93100 -0.07694
H 1.59502 -2.13670 -0.74163
H 1.66541 -3.21393 -2.29559
H 0.07599 -4.92976 0.88166
H 1.06975 -3.36239 1.45043
H -0.15474 -3.28325 -0.08480
H -1.19920 3.05697 0.16332
H -0.96654 2.06550 -1.43768
H -0.50405 -0.00218 -0.30096
H 0.14904 0.73486 1.32200
H -1.66678 -1.39325 0.90935
H -2.49452 -0.79705 2.49412
H -4.14556 0.36027 -3.52785
C 6.09574 -5.63287 0.68360
O 6.16248 -4.97403 1.93967
C 5.56799 -5.73233 2.99075
C 6.38348 -5.60916 4.28331
O 7.63457 -6.30881 4.25652
C 8.66389 -5.74604 3.43142
C 9.21490 -4.41137 3.94485
O 8.28089 -3.35856 3.70398
C 8.32507 -2.34575 4.69544
H 5.06950 -5.63111 0.31074
H 6.73405 -5.09090 -0.02059
H 6.47361 -6.65764 0.75971
H 5.47762 -6.79051 2.71941
H 4.56545 -5.32660 3.15705
H 5.80528 -6.08335 5.08527
H 6.51566 -4.57074 4.58013
H 8.34094 -5.67897 2.39380
H 9.48334 -6.47396 3.45108
H 10.13721 -4.16120 3.40970
H 9.43290 -4.50985 5.01759
H 8.26280 -2.77724 5.70080
H 7.45598 -1.69634 4.55645
H 9.23542 -1.75314 4.59064
C -6.70404 2.44772 0.32876
O -7.94326 2.97890 -0.11667
C -7.85808 4.36035 -0.45950
C -8.69815 4.66803 -1.70470
O -8.14694 4.15641 -2.92531
C -8.20873 2.73522 -3.10808
C -9.62794 2.19344 -3.31034
O -10.34136 2.18513 -2.07351
C -11.73178 2.40934 -2.23836
H -6.46180 2.83579 1.32019
H -6.79896 1.35910 0.38315
H -5.90236 2.68028 -0.37972
H -6.82053 4.66523 -0.63862
H -8.24903 4.93024 0.38888
H -8.71565 5.75713 -1.83067
H -9.73468 4.36225 -1.57836
H -7.68636 2.21445 -2.30722
H -7.64220 2.53466 -4.02491
H -9.58188 1.15994 -3.67004
H -10.13902 2.81577 -4.05833
H -11.91627 3.29629 -2.85487
H -12.16556 2.59285 -1.25117
H -12.20666 1.53204 -2.68078

Output
DFT total energy ... -3054.032174 hartree
Gap between HOMO and LUMO ... 0.291 Ha
Highest occupied orbital energy ... -5.8 eV
Net charge ... -1



2 unconnected molecules or ions with the total composition Cl2H3PSi in a non-equilibrium geometry. Source: the OMol25 dataset; level of theory: wB97M-V/def2-TZVPD.

Element x y z (Å)
Si -0.06790 -1.30469 -1.24961
P 1.06002 -1.05580 0.75470
Cl -1.35818 -2.80334 -1.72826
Cl 1.46778 -1.30374 -2.55106
H -1.29899 0.88228 -2.48843
H 0.35902 -1.85808 1.74220
H 0.54498 0.18605 1.28521

Output
DFT total energy ... -1552.969834 hartree
ΔE to the lowest compared entry with this formula, charge and spin ... 382.5 kJ/mol
Gap between HOMO and LUMO (spin up / spin down) ... 0.321 / 0.264 Ha
Highest occupied orbital energy (spin up / spin down) ... -10.0 / -8.0 eV
Net charge ... 0



A molecular structure, C43H42FN3O2S2Si2V in a non-equilibrium geometry. Source: the OMol25 dataset; level of theory: wB97M-V/def2-TZVPD.

Element x y z (Å)
V -0.26783 -0.12696 -0.21905
C -3.46205 -2.88625 1.23289
C -2.58329 -1.98604 0.42016
N -1.51851 -1.43001 0.92760
N -1.17526 -1.87487 2.18561
C 0.08639 -1.84914 2.37224
S 1.18025 -1.18135 1.21337
S 0.77868 -2.56889 3.82623
C 1.40538 -4.08622 3.00082
C 0.34065 -4.74428 2.17359
C -0.73182 -5.38462 2.78966
C -1.74308 -5.94919 2.03087
C -1.70295 -5.86681 0.64323
C -0.64051 -5.22703 0.02256
C 0.38079 -4.67390 0.78604
C -2.91075 -1.79147 -0.98289
C -4.20048 -2.08227 -1.45892
C -4.50574 -2.02569 -2.79716
C -3.50987 -1.71404 -3.72584
C -2.23166 -1.43940 -3.29787
C -1.93553 -1.45525 -1.93539
O -0.67258 -1.15317 -1.59203
H -3.00047 -3.13796 2.17869
H -3.68035 -3.79604 0.67604
H -4.40671 -2.37081 1.42502
H 1.71994 -4.72088 3.82967
H 2.28489 -3.83321 2.41115
H -0.77359 -5.43623 3.87160
H -2.56297 -6.45797 2.52151
H -2.48957 -6.31498 0.04980
H -0.59380 -5.17296 -1.05749
H 1.21701 -4.18504 0.29722
H -4.97892 -2.34844 -0.75732
H -5.51278 -2.23604 -3.12923
H -3.74310 -1.68376 -4.78173
H -1.43929 -1.18098 -3.98733
C -3.64539 0.67268 2.17830
Si -2.12253 1.61304 1.61344
C -0.67210 1.35455 2.77240
C -2.40917 3.45618 1.47767
N -1.66002 1.03084 -0.05286
C -2.26172 1.66716 -1.16553
C -3.58194 2.13394 -1.06252
C -4.21133 2.79453 -2.09872
C -3.54693 3.00657 -3.29898
C -2.25999 2.52386 -3.45058
C -1.65344 1.85727 -2.40558
F -0.41784 1.36223 -2.62687
H -4.31356 1.33720 2.73070
H -3.37178 -0.15400 2.83672
H -4.21094 0.26674 1.33688
H -0.90821 0.62481 3.54798
H -0.47553 2.31072 3.26284
H 0.27220 1.07343 2.30618
H -2.16173 3.90553 2.44243
H -3.43642 3.73067 1.24111
H -1.75371 3.90650 0.72876
H -4.12859 1.95701 -0.14665
H -5.22728 3.14225 -1.96979
H -4.02713 3.53380 -4.11137
H -1.70644 2.64780 -4.37169
O 1.05763 0.97901 -0.43804
Si 2.65561 1.52317 -0.41902
C 2.83600 2.93568 -1.61613
C 2.26050 2.92640 -2.88848
C 2.50672 3.95240 -3.78767
C 3.34592 5.00164 -3.43501
C 3.94111 5.01835 -2.18203
C 3.68670 3.99344 -1.28120
C 3.69186 0.04267 -0.87904
C 5.04862 0.01763 -0.54629
C 5.85097 -1.05049 -0.92150
C 5.30812 -2.10673 -1.64073
C 3.96475 -2.09131 -1.98863
C 3.16424 -1.02212 -1.61102
C 2.89707 2.08904 1.34538
C 3.45662 1.25549 2.31584
C 3.48518 1.63238 3.65160
C 2.94948 2.85337 4.03897
C 2.38726 3.69561 3.08827
C 2.36120 3.31453 1.75478
H 1.61554 2.10806 -3.18695
H 2.05056 3.93016 -4.76910
H 3.54028 5.80045 -4.13866
H 4.60345 5.82780 -1.90421
H 4.15932 4.02307 -0.30637
H 5.48667 0.83733 0.01353
H 6.89969 -1.05762 -0.65443
H 5.93440 -2.93852 -1.93562
H 3.54155 -2.90868 -2.55875
H 2.11838 -1.01960 -1.90247
H 3.87160 0.29583 2.02900
H 3.92607 0.97455 4.38938
H 2.97406 3.15078 5.07934
H 1.97485 4.65153 3.38567
H 1.91902 3.98155 1.02198

Output
DFT total energy ... -4397.725799 hartree
ΔE to the lowest compared entry with this formula, charge and spin ... 0.0 kJ/mol
Gap between HOMO and LUMO ... 0.251 Ha
Highest occupied orbital energy ... -11.2 eV
Net charge ... +1